Molecular formula: C4H7NO
Method: DFT, the ωB97M-V functional and the def2-TZVPD basis

Largest force on an atom in eV/A: 0.6
Structure (SMILES): C[C@H]1CN=CO1
Energy above the lowest of the compared OMol25 structures with the same formula, charge and spin in kJ/mol: 113.0
Kohn-Sham gap in eV: 10.75
LUMO in eV: 1.076

Geometry as ORCA input:
```
! wB97M-V def2-TZVPD RIJCOSX def2/J DEFGRID3
* xyz 0 1
C -0.9255 -0.6917 1.2544
C -0.0219 -0.5084 0.0573
C -0.3951 0.6500 -0.8457
N 0.8497 0.9375 -1.5731
C 1.7297 0.5493 -0.7464
O 1.3384 -0.1074 0.3801
H -0.5014 -1.3671 2.0020
H -1.1602 0.2672 1.7290
H -1.8649 -1.1309 0.8950
H 0.0802 -1.4501 -0.5012
H -1.2653 0.5092 -1.4886
H -0.5428 1.5013 -0.1668
H 2.7963 0.7074 -0.8455
*
```



Molecular formula: C4H4Cl10
Method: DFT, the ωB97M-V functional and the def2-TZVPD basis

Largest force on an atom in eV/A: 3.2
Kohn-Sham gap (alpha / beta) in eV: 2.65 / 8.69
LUMO (alpha / beta) in eV: 2.378 / 2.346

Geometry as ORCA input:
```
! wB97M-V def2-TZVPD RIJCOSX def2/J DEFGRID3
* xyz -1 2
C -0.3773 2.0127 0.0401
Cl -1.4608 2.1419 -1.3795
Cl -1.3638 2.0809 1.5301
Cl 0.4585 0.4698 0.0444
Cl 0.7321 3.4220 0.0731
C 5.0872 1.0248 0.4202
Cl 5.3111 1.8902 1.9317
Cl 5.7113 1.9443 -1.0289
Cl 5.8923 -0.5686 0.4722
Cl 3.3782 0.7753 0.2623
Cl -2.8867 -0.7577 -2.1621
C -3.1255 -2.1444 -1.0064
C -2.6478 -1.9184 0.4751
Cl -3.6982 -0.6356 1.1249
H -2.4349 -2.9068 -1.3667
H -4.1845 -2.4020 -1.0149
H -1.6056 -1.6026 0.5213
H -2.7856 -2.8260 1.0629
*
```



Molecular formula: C4H8NO2
Method: DFT, the ωB97M-V functional and the def2-TZVPD basis

Largest force on an atom in eV/A: 2.7
Structure (SMILES): CCCNC(=O)[O-]
Energy above the lowest of the compared OMol25 structures with the same formula, charge and spin in kJ/mol: 92.2
Kohn-Sham gap in eV: 7.46
LUMO in eV: 3.896

Geometry as ORCA input:
```
! wB97M-V def2-TZVPD RIJCOSX def2/J DEFGRID3
* xyz -1 1
C 1.3290 -0.3723 1.6463
C 0.2721 -0.2777 0.5814
C 0.3869 0.6568 -0.6268
N -0.9731 0.8461 -1.1990
C -1.7232 -0.3712 -1.3974
O -2.9537 -0.2838 -1.6124
O -1.0682 -1.4041 -1.5090
H 1.1769 0.3479 2.4451
H 1.3706 -1.3949 1.8889
H 2.2584 -0.0904 1.2205
H -0.6744 0.0603 1.0158
H 0.1543 -1.3113 0.1948
H 0.7191 1.5914 -0.1619
H 1.0718 0.2474 -1.3279
H -1.3467 1.7559 -1.1586
*
```



Molecular formula: C2H4EuO4S
Method: DFT, the ωB97M-V functional and the def2-TZVPD basis

Largest force on an atom in eV/A: 6.7
Kohn-Sham gap (alpha / beta) in eV: 5.72 / 7.53
LUMO (alpha / beta) in eV: -7.249 / -5.493

Geometry as ORCA input:
```
! wB97M-V def2-TZVPD RIJCOSX def2/J DEFGRID3
* xyz 1 7
S -0.2279 1.4375 0.9603
O -1.4584 1.9419 0.2832
O -0.5867 0.1106 1.7181
O 0.6545 0.6575 -0.2709
C 0.2957 0.5089 -2.0529
C 0.4669 -0.9370 -2.4536
O 0.2612 -1.8542 -1.5173
Eu 0.2196 -1.4746 0.6208
H 0.5861 1.2337 -2.8254
H -0.7862 0.6832 -1.9342
H 1.5974 -0.2398 -2.4903
H -0.0137 -1.1400 -3.4272
*
```